Record 1
Formula: C6H12O
Source: the Open Molecules 2025 dataset
Level of theory: ωB97M-V/def2-TZVPD

As for the energy: -8461.56326 eV. Its structure (SMILES) is C=CC(=C)CC.O. Its HOMO energy is -9.02 eV. The frontier orbital gap is 9.76 eV. The spin multiplicity is 1.

Last column: Löwdin charge in e.
Element x y z (Å)
O -3.68 1.45 1.48  -0.0647
C 1.87 -1.07 -0.43  -0.1389
C 0.06 0.83 -0.43  -0.2274
C -1.09 -0.17 -0.52  -0.1168
C 1.68 0.59 1.38  0.0458
C 1.24 0.13 0.20  -0.3427
C 1.35 -1.94 -1.31  0.0142
H 1.95 -2.81 -1.53  0.0461
H -3.28 1.09 0.66  0.0015
H -2.91 1.79 1.95  0.0333
H 0.56 -1.66 -2.07  0.0782
H 2.81 -1.27 0.05  0.0920
H -2.07 0.21 -0.17  0.0293
H 1.42 1.57 1.84  0.0828
H 2.22 -0.09 2.00  0.0520
H -1.28 -0.51 -1.54  0.0610
H 0.23 1.09 -1.52  0.1216
H -0.96 -1.11 0.19  0.1325
H -0.13 1.88 -0.24  0.1001

=====

Record 2
Formula: C23H28ClN3O3
Source: the Open Molecules 2025 dataset
Level of theory: ωB97M-V/def2-TZVPD

As for the energy: -47439.83553 eV. Its structure (SMILES) is CCOc1cc(/C=N/NC(=O)CN2CCCCC2)ccc1OCc1cccc(Cl)c1. Its HOMO energy is -7.76 eV. The frontier orbital gap is 8.36 eV. The spin multiplicity is 1.

Last column: Löwdin charge in e.
Element x y z (Å)
Cl -5.17 2.28 1.44  0.6755
O -0.12 2.39 3.15  -0.0736
O -0.65 4.96 1.93  -0.0254
O 1.87 -3.08 -0.07  0.0743
N 1.28 -0.46 -0.81  0.0738
N 1.70 -1.43 -1.63  0.0336
N 1.94 -3.17 -3.62  -0.2006
C 1.98 -2.69 -1.20  -0.4706
C 0.58 1.77 -0.43  -0.2157
C 1.19 -5.43 -5.34  -0.2059
C -1.07 4.92 3.27  -0.1355
C -4.58 2.56 4.06  -0.1111
C 0.55 -3.56 -3.80  -0.1841
C -3.09 3.64 2.48  -0.0459
C 0.36 -5.04 -4.11  -0.1795
C -0.25 3.85 1.26  -0.2008
C 2.65 -5.04 -5.11  -0.1830
C 0.00 1.08 3.67  -0.2353
C 2.49 -3.58 -2.35  -0.1073
C -4.21 2.87 2.76  -0.6580
C -3.80 3.04 5.10  -0.0821
C -2.31 4.10 3.53  -0.1908
C -0.09 4.05 -0.11  0.0011
C 0.01 2.57 1.80  -0.1714
C -2.67 3.80 4.84  -0.0575
C 0.41 1.56 0.94  0.0474
C 2.73 -3.55 -4.78  -0.1938
C 1.02 0.69 -1.28  -0.0993
C 0.32 3.04 -0.95  -0.0417
C -0.30 1.15 5.16  -0.0509
H 0.63 0.57 1.30  0.1084
H -0.70 -5.24 -4.29  0.1111
H -2.84 3.87 1.46  0.1170
H -0.19 0.16 5.60  0.0790
H 2.36 -2.98 -5.63  0.1216
H 2.28 -4.62 -2.07  0.1245
H 1.81 -1.26 -2.64  0.1428
H -0.71 0.41 3.17  0.1337
H -1.31 1.51 5.32  0.0572
H 0.81 -4.90 -6.21  0.1118
H 3.77 -3.26 -4.60  0.1176
H 1.02 0.71 3.51  0.1287
H -4.07 2.82 6.12  0.1071
H 3.24 -5.25 -6.00  0.1093
H -1.28 5.97 3.51  0.1431
H 0.44 3.23 -2.01  0.1084
H 3.57 -3.46 -2.37  0.1360
H -2.06 4.16 5.65  0.1199
H -0.26 4.58 3.93  0.1329
H -0.30 5.03 -0.49  0.1221
H 0.15 -2.96 -4.63  0.1245
H 1.10 -6.50 -5.53  0.1079
H -5.45 1.96 4.25  0.1022
H 1.13 0.91 -2.35  0.1266
H 0.40 1.83 5.65  0.0810
H 3.06 -5.63 -4.28  0.1101
H 0.66 -5.65 -3.26  0.1076
H 0.00 -3.29 -2.89  0.1219

=====

Record 3
Formula: C47H34CaIN16P
Source: the Open Molecules 2025 dataset
Level of theory: ωB97M-V/def2-TZVPD

As for the energy: -108951.00993 eV. Its HOMO energy (spin up / spin down) is -5.34 / -5.34 eV. The frontier orbital gap (spin up / spin down) is 4.28 / 4.28 eV. The spin multiplicity is 1.

Last column: Löwdin charge in e.
Element x y z (Å)
I 4.51 4.24 2.79  0.8277
Ca 0.78 -0.17 -0.24  1.3091
P 0.62 0.23 -3.53  1.1205
N -0.95 0.07 2.11  0.1464
N -2.54 1.97 -0.62  0.0825
N -1.27 2.10 -2.64  -0.1299
N -2.01 -1.81 2.32  0.0967
N 2.63 -0.04 -1.52  -0.0707
N 0.35 -1.87 -1.67  -0.0765
N 0.54 1.89 -1.30  -0.0928
N -2.54 1.53 1.65  0.0994
N -1.38 -0.19 -0.06  0.0310
N -0.33 -3.55 2.60  0.1946
N 0.36 -1.68 1.37  0.0001
N -1.01 -2.11 -3.37  -0.1206
N 1.80 1.35 1.27  -0.0708
N 0.96 2.16 1.90  -0.0117
N -3.38 0.04 3.39  0.2287
N 3.13 -0.88 -3.49  -0.1252
C -6.71 3.31 1.11  -0.1031
C -3.66 -0.04 -0.23  -0.1247
C -1.92 -0.76 1.25  -0.1897
C -2.81 -1.13 3.34  -0.2268
C -3.43 -0.83 0.89  -0.0849
C -3.62 -3.21 6.38  -0.0724
C -3.11 2.23 0.65  -0.2064
C -5.69 -1.58 0.67  -0.0600
C -3.66 -2.10 5.56  -0.0027
C -0.23 2.83 -0.80  -0.1278
C 0.17 -0.57 2.17  -0.4252
C -2.25 -4.43 4.80  -0.0140
C 2.23 -0.16 -2.77  -0.4718
C 1.60 3.18 2.49  -0.1425
C 1.31 -2.07 3.47  -0.0834
C -5.94 -0.68 -0.35  -0.0641
C -1.60 -1.93 -4.67  -0.0416
C -4.47 2.51 1.03  -0.1191
C 2.94 3.01 2.20  -0.7418
C 3.81 -0.69 -1.43  -0.1255
C -2.99 -2.14 4.35  -0.0918
C 2.12 -1.77 5.68  -0.0709
C -4.90 0.10 -0.83  -0.0086
C 1.00 -0.69 3.40  -0.0798
C -2.93 -4.36 5.99  -0.0807
C -5.50 3.24 0.45  -0.0402
C 1.82 -0.42 5.61  -0.0608
C -1.57 2.80 -1.43  -0.2471
C -6.92 2.63 2.31  -0.1008
C 3.01 1.84 1.43  -0.1756
C -5.92 1.85 2.88  -0.0308
C -4.68 1.81 2.26  -0.0947
C -0.47 -2.92 -1.42  -0.1352
C -2.29 -3.32 3.96  -0.0933
C -2.32 1.50 -3.41  -0.0826
C 0.00 -1.39 -2.85  -0.4427
C -1.33 -3.08 -2.46  -0.0496
C -2.37 0.58 -0.48  -0.2165
C 1.87 -2.62 4.61  -0.0078
C 4.14 -1.22 -2.64  -0.0538
C -3.45 1.09 2.54  -0.2730
C 2.98 -1.33 -4.84  -0.0443
C -1.54 -3.01 2.77  -0.1789
C -4.45 -1.68 1.30  -0.0007
C 1.24 0.14 4.48  -0.0005
C 0.60 -2.63 2.29  -0.1965
C -0.07 1.37 -2.37  -0.5882
H 0.98 1.18 4.45  0.1082
H -1.71 -5.31 4.49  0.1143
H 4.98 -1.81 -2.97  0.1164
H 2.40 -0.61 -5.41  0.0645
H -0.98 -1.22 -5.23  0.0631
H 3.87 1.38 1.00  0.1018
H -2.11 -3.79 -2.64  0.1164
H -2.61 -1.52 -4.59  0.0922
H -1.92 1.20 -4.37  0.0645
H -2.91 -5.22 6.66  0.1001
H -4.19 -1.20 5.84  0.1142
H -3.12 2.24 -3.57  0.0942
H -2.76 0.62 -2.91  0.0700
H -0.39 -3.46 -0.49  0.0929
H 0.03 3.41 0.07  0.0801
H 2.45 -2.29 -4.86  0.0982
H 1.99 0.20 6.48  0.1061
H 1.11 3.94 3.06  0.1228
H 2.54 -2.17 6.59  0.1038
H 2.07 -3.67 4.67  0.1161
H -1.64 -2.88 -5.20  0.0944
H -7.52 3.90 0.70  0.0936
H 3.95 -1.46 -5.30  0.0937
H -6.48 -2.23 1.01  0.1024
H -2.09 3.75 -1.60  0.1442
H -5.05 0.79 -1.64  0.1166
H -6.09 1.31 3.80  0.1058
H -0.03 1.90 1.93  0.1241
H -6.93 -0.61 -0.79  0.1046
H -5.35 3.76 -0.49  0.1069
H -7.88 2.71 2.80  0.0930
H -4.13 -3.20 7.33  0.1028
H 4.36 -0.74 -0.51  0.1002
H -4.34 -2.42 2.08  0.1125

=====

Record 4
Formula: C3H6S2
Source: the Open Molecules 2025 dataset
Level of theory: ωB97M-V/def2-TZVPD

As for the energy: -24875.01992 eV. Its HOMO energy is -8.63 eV. The frontier orbital gap is 8.08 eV. The spin multiplicity is 1.

Last column: Löwdin charge in e.
Element x y z (Å)
S 1.13 1.87 0.02  0.6839
S 2.51 -0.80 -0.16  0.5233
C -0.21 -0.47 0.71  -0.3830
C -1.36 -0.27 -0.52  -0.1135
C 1.04 0.06 0.27  -1.1197
H -0.04 -1.53 1.08  0.1182
H 2.34 2.02 -0.60  -0.1103
H -2.46 -0.02 -0.06  0.0704
H -0.33 0.15 1.57  0.0807
H -0.94 0.65 -1.20  0.0606
H -1.69 -1.66 -1.09  0.1894

=====

Record 5
Formula: CHCl3FOP
Source: the Open Molecules 2025 dataset
Level of theory: ωB97M-V/def2-TZVPD

As for the energy: -52672.13288 eV. Its HOMO energy (spin up / spin down) is -11.28 / -9.69 eV. The frontier orbital gap (spin up / spin down) is 9.77 / 5.42 eV. The spin multiplicity is 1.

Last column: Löwdin charge in e.
Element x y z (Å)
Cl 0.09 -1.10 -2.98  0.2326
Cl 2.60 -0.48 -1.14  0.3473
Cl 2.24 -1.66 1.69  0.1586
P 0.89 -1.47 -1.02  -0.1402
F -1.34 -1.23 0.42  -0.0107
O 1.07 -2.91 -0.82  -0.4204
C -0.37 -0.53 -0.14  -0.2944
H -0.67 0.55 0.07  0.1272

=====

Record 6
Formula: C2H11N3O2
Source: the Open Molecules 2025 dataset
Level of theory: ωB97M-V/def2-TZVPD

As for the energy: -10810.63352 eV. Its HOMO energy is -9.42 eV. The frontier orbital gap is 5.39 eV. The spin multiplicity is 1.

Last column: Löwdin charge in e.
Element x y z (Å)
O -2.88 1.98 -0.83  -0.0954
O 1.78 -1.40 2.42  -0.0801
N -0.01 1.77 -1.06  0.1082
N -0.57 -0.51 -0.55  -0.0389
N 1.50 0.16 0.03  0.0857
C 0.33 0.62 -0.40  -0.6768
C -0.06 -1.90 -0.48  -0.1140
H -2.95 2.02 0.10  -0.0199
H 2.36 0.61 -0.16  0.0463
H 0.61 -2.02 0.41  0.0551
H 1.84 -0.79 1.71  -0.0559
H 0.87 2.35 -1.14  0.0744
H -0.27 1.37 1.25  0.3736
H -1.09 -0.32 -1.43  0.1289
H 0.85 -1.30 2.65  0.0261
H -1.00 -2.62 -0.32  0.1248
H -1.89 2.14 -0.90  -0.0138
H 0.59 -2.17 -1.32  0.0717